No. 1
{
  "formula": "C4H15N3S",
  "method": "ωB97M-V/def2-TZVPD",
  "species": ["C", "N", "C", "N", "H", "H", "H", "H", "H", "H", "H", "H", "H", "C", "C", "S", "N", "H", "H", "H", "H", "H", "H"],
  "xyz": [[-1.87937, -1.57944, 0.98993], [-3.02823, -2.20852, 0.33274], [-1.51790, -0.14730, 0.56149], [-0.22430, 0.25659, 1.29285], [-0.99534, -2.16702, 0.72311], [-2.04180, -1.58733, 2.07071], [-2.81520, -2.46792, -0.60991], [-3.85267, -1.56946, 0.25535], [-2.34872, 0.58278, 0.71084], [-1.21696, -0.14712, -0.52629], [0.16018, 1.08220, 0.80555], [-0.35583, 0.38825, 2.31764], [0.54554, -0.52614, 0.92313], [1.57433, 1.34763, -1.34819], [2.32857, 0.03071, -1.32426], [1.73230, -1.26462, -0.23682], [1.56884, 2.11909, -0.08741], [0.51804, 1.17545, -1.62225], [2.02654, 1.98982, -2.14125], [3.36894, 0.24234, -1.05776], [2.38365, -0.39309, -2.34484], [1.76852, 3.08376, -0.22809], [2.30088, 1.75935, 0.54370]],
  "forces_ev_per_angstrom": [[-0.04, 0.25, -0.53], [-1.00, 1.26, 0.35], [0.56, 0.20, -0.47], [-1.92, -0.40, -0.23], [-0.11, -0.16, 0.38], [0.10, -0.15, 0.01], [0.31, -0.18, -0.48], [1.01, -0.70, 0.33], [0.74, -0.42, 0.06], [-0.39, 0.01, 1.09], [0.17, 0.41, 0.61], [0.24, -0.07, -1.11], [0.36, 0.38, -0.07], [-0.19, 0.73, -0.95], [0.54, 0.18, -0.34], [-0.31, -0.74, 0.50], [0.43, -1.45, 1.00], [0.36, -0.05, -0.12], [-0.35, -0.46, 0.31], [0.04, 0.11, 0.00], [-0.24, 0.40, 0.35], [0.05, 0.66, -0.24], [-0.37, 0.19, -0.45]],
  "e_homo_ha": -0.2586,
  "energy_ha": -723.8069,
  "gap_ev": 7.78,
  "e_lumo_ev": 0.739,
  "max_force_ha_per_bohr": 0.0384,
  "total_charge": 0,
  "e_above_lowest_kj_mol": 72.51
}

=====

No. 2
{
  "formula": "C28H40F3N2O2",
  "method": "ωB97M-V/def2-TZVPD",
  "species": ["C", "C", "C", "C", "C", "C", "C", "C", "C", "O", "C", "F", "F", "F", "C", "O", "C", "C", "N", "C", "N", "C", "C", "C", "C", "C", "C", "C", "C", "C", "C", "C", "C", "C", "C", "H", "H", "H", "H", "H", "H", "H", "H", "H", "H", "H", "H", "H", "H", "H", "H", "H", "H", "H", "H", "H", "H", "H", "H", "H", "H", "H", "H", "H", "H", "H", "H", "H", "H", "H", "H", "H", "H", "H", "H"],
  "xyz": [[-1.05842, 4.17971, 3.28935], [-1.88553, 3.08791, 2.88891], [-2.51792, 1.71666, 2.17089], [-1.57871, 1.04172, 1.01409], [-0.57163, 2.15330, 0.28622], [0.47396, 1.67616, -0.86840], [1.43745, 2.84134, -1.56158], [1.35572, 4.45377, -1.13593], [-0.04885, 5.00804, -1.83564], [-1.05386, 5.46449, -0.86216], [0.21143, 6.28258, -2.86709], [-0.89945, 6.25365, -3.88517], [0.04972, 7.56242, -2.11260], [1.48001, 6.18741, -3.62951], [2.47525, 2.29684, -2.69260], [3.36168, 3.26296, -3.36272], [4.54576, 3.59138, -2.55423], [5.00973, 2.40671, -1.51697], [2.50974, 0.84646, -3.09766], [1.61985, -0.24574, -2.46181], [1.82023, -1.58416, -3.09463], [0.53038, 0.08122, -1.24894], [-0.42406, -1.09378, -0.53019], [-0.25466, -2.71710, -0.87974], [-0.05874, -3.63294, 0.51927], [1.40274, -4.44966, 0.50801], [1.27355, -5.86175, 1.36839], [2.08994, -5.83684, 2.79582], [3.71677, -5.54271, 2.58867], [-1.58244, -0.58843, 0.59984], [-2.62784, -1.65729, 1.25787], [-3.30868, -2.71569, 0.14681], [-3.93979, -1.18810, 2.05881], [-5.03098, -0.26625, 1.18704], [-6.10236, 0.53679, 2.13982], [-0.29029, 4.95509, 3.75513], [-2.48775, 0.95099, 3.08763], [-3.59626, 2.01596, 1.84318], [-0.57123, 3.30803, 0.52593], [1.17161, 4.55052, 0.03802], [2.29975, 5.06309, -1.46765], [-0.50290, 4.13437, -2.50298], [-1.93759, 5.11575, -1.22612], [4.36760, 4.64695, -2.03068], [5.43045, 3.78643, -3.33165], [5.02744, 1.35617, -2.03650], [4.32366, 2.41851, -0.56754], [6.11206, 2.68633, -1.16683], [3.20230, 0.61266, -3.87332], [1.93115, -1.55170, -4.13383], [2.64013, -2.07650, -2.66950], [-1.15282, -3.12953, -1.54389], [0.71444, -3.01866, -1.42696], [0.02096, -2.90734, 1.44208], [-0.86575, -4.47145, 0.62184], [2.23158, -3.71897, 0.96037], [1.75734, -4.73324, -0.57061], [0.15963, -6.14995, 1.59837], [1.73369, -6.75243, 0.73461], [2.03115, -6.91828, 3.27930], [1.58909, -5.09750, 3.55911], [3.91736, -4.50557, 3.10225], [3.97183, -5.46735, 1.44541], [4.38666, -6.39388, 3.06024], [-1.99003, -2.32021, 2.02018], [-2.89978, -3.80612, 0.25652], [-4.46700, -2.77378, 0.19112], [-3.03760, -2.23469, -0.91196], [-3.77360, -0.76316, 3.15766], [-4.56826, -2.18558, 2.27582], [-4.37671, 0.45906, 0.50070], [-5.64675, -0.93237, 0.41190], [-6.59117, -0.12573, 2.98631], [-7.00482, 0.85348, 1.42555], [-5.67951, 1.56954, 2.55856]],
  "forces_ev_per_angstrom": [[-5.23, -8.00, -2.67], [6.55, 6.79, 1.71], [1.17, 0.51, 1.87], [2.79, 1.22, -2.67], [0.03, -4.07, -1.27], [-0.84, 0.27, 1.16], [1.60, -3.70, -1.88], [-1.27, -0.92, 0.13], [-0.03, 0.15, -0.97], [-0.03, -1.90, -2.19], [-1.22, 0.85, -0.89], [3.61, 0.33, 3.05], [1.16, -4.10, -3.00], [-4.06, 0.73, 2.63], [-2.50, 1.42, 2.41], [-1.78, -3.36, 2.08], [2.12, 0.63, 0.37], [0.44, 1.11, 0.14], [-2.43, 1.06, 2.67], [0.15, 1.65, 0.02], [0.45, 2.13, 0.88], [1.11, 0.70, -1.10], [-1.17, 2.53, 1.20], [0.07, -0.53, 0.83], [1.15, -0.10, -0.18], [-0.26, 0.07, 0.33], [0.78, -0.32, 0.43], [0.36, -1.05, -0.11], [-0.68, 0.42, 0.12], [2.61, 2.19, -2.04], [-0.30, -1.66, 0.41], [0.90, 0.76, -1.29], [-1.91, -0.20, 0.84], [0.66, 0.03, -0.21], [-0.70, 0.61, -1.11], [-2.38, -2.04, -1.14], [-0.54, 1.73, -2.16], [2.09, -0.95, 0.51], [-0.33, -2.77, -0.19], [0.64, -0.30, -2.60], [-1.97, -1.43, 0.56], [1.09, 2.02, 1.28], [1.88, 0.94, 0.91], [0.29, -2.46, -0.86], [-2.11, -0.55, 1.58], [-0.05, 2.10, 1.04], [1.30, -0.27, -1.89], [-2.40, -0.70, -0.78], [-1.40, 0.17, 1.46], [-0.09, 0.27, 1.32], [-1.05, 0.58, -0.41], [1.88, 1.18, 1.61], [-1.70, 1.39, 0.56], [-0.59, -1.62, -1.76], [1.29, 1.96, -0.08], [-1.75, -1.75, -0.89], [-0.87, 0.65, 1.85], [2.05, 0.72, -0.59], [-0.98, 1.92, 1.25], [-0.19, 2.27, -1.02], [1.10, -1.31, -1.58], [0.05, -2.11, -1.08], [-0.47, -0.11, 2.23], [-1.47, 1.91, -0.89], [-1.30, 1.54, -1.69], [-0.64, 2.24, -0.32], [2.17, 0.31, 0.21], [-0.69, -1.48, 2.12], [-0.12, -0.53, -2.54], [1.70, 2.03, -0.38], [-1.66, -1.28, 1.50], [1.45, 1.30, 1.88], [1.34, 1.34, -1.67], [1.92, -0.65, 1.60], [-0.79, -2.49, -0.64]],
  "e_homo_ha": -0.4069,
  "smiles": "C#CCc1cc2c(C[C@@H](O)C(F)(F)F)c(OCC)[nH]c(=[NH2+])c2c(CCCCCC)c1[C@H](C)CCC",
  "energy_ha": -1649.3410,
  "gap_ev": 6.29,
  "e_lumo_ev": -4.780,
  "max_force_ha_per_bohr": 0.1929,
  "total_charge": 1
}

=====

No. 3
{
  "formula": "C7H10",
  "method": "ωB97M-V/def2-TZVPD",
  "species": ["C", "C", "C", "C", "C", "C", "C", "H", "H", "H", "H", "H", "H", "H", "H", "H", "H"],
  "xyz": [[-0.26257, -1.80631, -0.76548], [0.67115, -0.59660, -0.69113], [0.02373, 0.75465, -0.94214], [-0.90916, 1.13625, 0.19820], [-0.16775, 1.02554, 1.49055], [1.02500, 0.38641, 1.57126], [1.35000, -0.58977, 0.61091], [-0.74533, -1.83723, -1.74195], [0.27752, -2.74269, -0.60610], [-1.04429, -1.73556, -0.01158], [1.45976, -0.78442, -1.42486], [-0.44844, 0.81616, -1.91127], [-1.80757, 0.50330, 0.21676], [-1.27592, 2.16479, 0.08743], [-0.60639, 1.47435, 2.37839], [1.60283, 0.36462, 2.48820], [0.85744, 1.46652, -0.94718]],
  "forces_ev_per_angstrom": [[-0.17, -0.07, 0.00], [0.28, 0.19, -0.09], [0.14, 0.32, -0.15], [0.05, -0.07, -0.02], [-0.19, 0.17, -0.01], [0.38, -0.19, 0.16], [0.10, -0.89, 0.55], [-0.02, -0.03, -0.06], [-0.01, 0.19, 0.01], [-0.07, -0.07, 0.09], [0.04, 0.11, -0.19], [-0.36, 0.00, -0.31], [0.07, 0.05, 0.01], [0.07, -0.13, 0.01], [-0.05, -0.06, -0.03], [-0.07, 0.35, 0.11], [-0.18, 0.13, -0.08]],
  "e_homo_ha": [-0.2703, -0.2855],
  "energy_ha": -272.5854,
  "gap_ev": [7.16, 7.57],
  "e_lumo_ev": [-0.191, -0.201],
  "max_force_ha_per_bohr": 0.0203,
  "total_charge": 0,
  "e_above_lowest_kj_mol": 348.05
}